1.
165
Properties=species:S:1:pos:R:3:lowdin_charge:R:1 method="wB97M-V/def2-TZVPD" multiplicity=1 gap_ev=9.70 homo_energy_ev=-9.2 total_energy_ha=-2944.0384 total_charge=0 max_force_ev_per_a=3.020 relative_energy_kcal_mol=103.11
C -18.4126 -11.5130 2.7956 -0.184
C -19.1212 -10.7307 1.7465 -0.165
C -19.8718 -9.6977 2.5746 -0.208
O -20.2260 -10.3994 3.7501 -0.133
C -19.1405 -11.2398 4.0633 -0.215
H -17.3390 -11.3364 2.8609 0.119
H -18.4425 -12.5937 2.6567 0.083
H -19.8520 -11.2320 1.1120 0.109
H -18.3306 -10.2083 1.2077 0.115
H -20.7851 -9.4711 2.0245 0.116
H -19.3947 -8.7274 2.7126 0.122
H -19.5432 -12.1238 4.5578 0.122
H -18.6756 -10.5792 4.7952 0.122
C -23.8874 -12.9462 -7.9587 -0.177
C -23.9633 -11.4392 -8.0127 -0.165
C -24.6131 -11.1669 -9.3892 -0.207
O -25.0673 -12.3821 -9.9250 -0.122
C -25.0193 -13.3696 -8.9103 -0.197
H -24.1205 -13.4190 -7.0047 0.108
H -22.9030 -13.2793 -8.2874 0.103
H -23.0036 -10.9603 -7.8187 0.090
H -24.6966 -11.0979 -7.2821 0.107
H -23.9055 -10.7027 -10.0761 0.119
H -25.4192 -10.5010 -9.0810 0.112
H -24.8181 -14.3749 -9.2803 0.112
H -25.9565 -13.3158 -8.3562 0.120
C -18.1001 -15.4174 1.6450 -0.192
C -18.6003 -16.8131 1.6767 -0.143
C -19.3249 -16.8289 0.2712 -0.185
O -18.9815 -15.6643 -0.4795 -0.171
C -17.8173 -15.0513 0.1551 -0.148
H -17.1612 -15.2865 2.1830 0.113
H -18.7500 -14.6428 2.0522 0.097
H -19.2910 -17.0120 2.4961 0.099
H -17.8291 -17.5793 1.7568 0.112
H -20.4128 -16.8940 0.2923 0.102
H -19.0147 -17.7490 -0.2240 0.105
H -17.8231 -13.9732 -0.0055 0.107
H -16.9521 -15.5904 -0.2309 0.120
C -18.0176 -18.4200 -3.6651 -0.156
C -17.4199 -19.6129 -4.4235 -0.146
C -18.5176 -20.0741 -5.4241 -0.159
O -19.7225 -19.3369 -5.0959 -0.154
C -19.4672 -18.5771 -3.9279 -0.237
H -17.6635 -17.4667 -4.0573 0.095
H -17.6741 -18.3809 -2.6314 0.110
H -17.0107 -20.4064 -3.7982 0.107
H -16.5887 -19.2314 -5.0166 0.098
H -18.7923 -21.1032 -5.1926 0.111
H -18.2420 -19.9385 -6.4699 0.111
H -20.0589 -19.1376 -3.2042 0.117
H -20.0227 -17.6394 -3.9364 0.098
C -21.2870 -8.1774 -3.0837 -0.161
C -21.2663 -9.6367 -2.7870 -0.177
C -20.2636 -9.7666 -1.7146 -0.220
O -20.4522 -8.6116 -0.9115 -0.155
C -20.6327 -7.4913 -1.8255 -0.139
H -22.3274 -7.8531 -3.0617 0.105
H -20.8348 -7.8063 -4.0035 0.097
H -20.9023 -10.1738 -3.6629 0.082
H -22.2819 -9.9070 -2.4977 0.113
H -19.2058 -9.6678 -1.9581 0.122
H -20.3455 -10.6837 -1.1312 0.114
H -19.6291 -7.1844 -2.1197 0.109
H -21.2638 -6.6480 -1.5451 0.117
C -24.8589 -13.4285 -2.5294 -0.198
C -25.2514 -14.1419 -1.2499 -0.153
C -24.2080 -13.5498 -0.2320 -0.145
O -23.9716 -12.1839 -0.7554 -0.140
C -24.3881 -12.0506 -2.1454 -0.203
H -25.7594 -13.4796 -3.1414 0.112
H -24.0219 -13.9024 -3.0422 0.099
H -25.0176 -15.2061 -1.2787 0.097
H -26.2900 -13.9791 -0.9622 0.112
H -23.2896 -14.1360 -0.2633 0.097
H -24.6004 -13.6114 0.7831 0.110
H -23.5553 -11.8619 -2.8229 0.090
H -25.1968 -11.4059 -2.4895 0.116
C -24.2192 -17.3309 1.6990 -0.177
C -23.0126 -16.8405 2.4384 -0.166
C -22.3159 -18.1176 2.8076 -0.231
O -23.1907 -19.1867 2.5678 -0.143
C -24.1286 -18.8268 1.5378 -0.163
H -24.1652 -16.8878 0.7046 0.100
H -25.1528 -17.1145 2.2183 0.116
H -23.2441 -16.2070 3.2947 0.116
H -22.4296 -16.2444 1.7364 0.094
H -22.0834 -18.1222 3.8725 0.118
H -21.3645 -18.3290 2.3195 0.103
H -25.0877 -19.2405 1.8494 0.120
H -23.6735 -19.2412 0.6382 0.117
C -20.4562 -10.6367 -6.3635 -0.195
C -19.3062 -11.0894 -5.5697 -0.172
C -18.3183 -9.9030 -5.7619 -0.189
O -18.6998 -9.0588 -6.8412 -0.134
C -20.1411 -9.2195 -6.9118 -0.155
H -21.3959 -10.6266 -5.8113 0.104
H -20.5258 -11.2916 -7.2320 0.091
H -18.8957 -11.9830 -6.0399 0.087
H -19.3959 -11.3299 -4.5104 0.097
H -17.2959 -10.1637 -6.0353 0.118
H -18.3157 -9.3179 -4.8422 0.110
H -20.4356 -9.0448 -7.9467 0.121
H -20.5652 -8.5341 -6.1780 0.097
C -22.8612 -17.4460 -7.8319 -0.159
C -24.2287 -17.8920 -8.3753 -0.148
C -23.8556 -19.0794 -9.3352 -0.180
O -22.8396 -19.7182 -8.5599 -0.174
C -21.9889 -18.7364 -7.9076 -0.167
H -22.8385 -16.9788 -6.8474 0.092
H -22.3675 -16.7763 -8.5361 0.096
H -24.6707 -17.1562 -9.0470 0.091
H -24.8957 -18.2082 -7.5732 0.103
H -23.3979 -18.7223 -10.2578 0.112
H -24.6234 -19.8142 -9.5776 0.118
H -21.0041 -18.6625 -8.3688 0.109
H -21.8882 -19.0271 -6.8619 0.095
C -16.4888 -14.3352 -3.6986 -0.183
C -16.8176 -13.2630 -2.7416 -0.163
C -15.9303 -12.1259 -3.3060 -0.211
O -16.0671 -12.2759 -4.6724 -0.147
C -16.4135 -13.6114 -5.0481 -0.168
H -17.3268 -15.0301 -3.7527 0.099
H -15.5631 -14.8908 -3.5483 0.123
H -16.5150 -13.6146 -1.7552 0.091
H -17.8429 -12.8969 -2.6882 0.110
H -14.8507 -12.1089 -3.1564 0.122
H -16.3480 -11.1859 -2.9455 0.112
H -15.5874 -14.0781 -5.5845 0.115
H -17.3265 -13.6945 -5.6378 0.096
C -17.9691 -14.0825 -9.6007 -0.149
C -17.7615 -15.5621 -9.5485 -0.206
C -18.0756 -15.9699 -8.1403 -0.204
O -18.6611 -14.8239 -7.5487 -0.158
C -19.1295 -14.0179 -8.6161 -0.203
H -18.1564 -13.8089 -10.6391 0.120
H -17.1324 -13.5493 -9.1493 0.124
H -16.7339 -15.8165 -9.8082 0.111
H -18.2681 -16.1461 -10.3168 0.115
H -17.1575 -16.2314 -7.6141 0.118
H -18.7058 -16.8584 -8.1020 0.112
H -19.2114 -12.9851 -8.2773 0.106
H -20.0689 -14.4221 -8.9931 0.123
C -23.9525 -20.2148 -4.3870 -0.163
C -24.7775 -21.2060 -3.6346 -0.203
C -23.9891 -21.4845 -2.3353 -0.172
O -23.3492 -20.2270 -2.0992 -0.150
C -23.5282 -19.3276 -3.1724 -0.190
H -24.3937 -19.6265 -5.1916 0.104
H -23.1393 -20.7356 -4.8924 0.112
H -24.9157 -22.0927 -4.2533 0.110
H -25.8098 -20.8774 -3.5142 0.112
H -23.2505 -22.2671 -2.5086 0.117
H -24.7742 -21.8443 -1.6703 0.114
H -22.6206 -18.7315 -3.2686 0.108
H -24.3533 -18.6508 -2.9506 0.112
C -20.9303 -14.8935 -4.9897 -0.071
C -20.9063 -14.4334 -3.5554 -0.325
O -21.1943 -15.4582 -2.6399 -0.067
H -20.1224 -15.5948 -5.1981 0.066
H -20.8436 -14.0892 -5.7202 0.068
H -21.8727 -15.3966 -5.2062 0.064
H -21.6268 -13.6265 -3.4221 0.097
H -19.8831 -14.0668 -3.4730 0.096
H -20.9953 -15.1672 -1.7470 0.061

2.
188
Properties=species:S:1:pos:R:3:lowdin_charge:R:1 method="wB97M-V/def2-TZVPD" multiplicity=1 gap_ev=9.57 homo_energy_ev=-9.1 total_energy_ha=-3629.2185 smiles=c1ccccc1.COCCOC.COCCOC.COCCOC.COCCOC.COCCOC.COCCOC.COCCOC.COCCOC.COCCOC.COCCOC.COCCOC total_charge=0 max_force_ev_per_a=3.947 relative_energy_kcal_mol=281.47
C 29.5701 17.9014 9.2412 -0.098
C 29.8646 18.5500 10.4200 -0.104
C 29.3071 19.7751 10.6616 -0.087
C 28.5479 20.3724 9.6199 -0.101
C 28.3852 19.7659 8.4101 -0.112
C 28.8212 18.4706 8.2359 -0.087
H 29.9425 16.8970 9.1032 0.102
H 30.5343 18.2191 11.2000 0.107
H 29.5088 20.3921 11.5248 0.097
H 28.3306 21.4288 9.6755 0.085
H 27.9951 20.3281 7.5745 0.103
H 28.6475 18.0158 7.2719 0.104
C 25.2535 21.5560 9.2949 -0.134
O 24.4447 20.4615 8.8954 -0.183
C 23.8210 20.7144 7.5857 -0.136
C 22.7806 19.5494 7.3286 -0.196
O 21.7048 19.7108 8.2364 -0.217
C 20.5926 18.7908 7.9689 -0.065
H 25.7398 21.2913 10.2338 0.066
H 24.7746 22.5010 9.5512 0.073
H 26.0761 21.7937 8.6205 0.078
H 24.5719 20.7310 6.7958 0.114
H 23.4188 21.7275 7.5790 0.103
H 23.2729 18.5953 7.5171 0.119
H 22.4295 19.5731 6.2970 0.117
H 20.9443 17.8930 7.4605 0.082
H 19.9247 19.3100 7.2816 0.070
H 20.0028 18.5794 8.8608 0.086
C 28.2741 29.3261 12.3619 -0.111
O 27.8891 28.1883 11.6305 -0.196
C 27.4116 27.1632 12.5214 -0.145
C 26.9129 25.8959 11.6919 -0.167
O 26.7282 24.7582 12.5682 -0.188
C 26.6288 23.6148 11.7259 -0.105
H 28.3459 30.1783 11.6862 0.088
H 29.1999 29.1150 12.8970 0.077
H 27.6527 29.5165 13.2369 0.072
H 26.5903 27.5797 13.1045 0.096
H 28.1001 26.7134 13.2367 0.112
H 27.6183 25.7479 10.8742 0.091
H 25.9274 26.1230 11.2851 0.108
H 27.5517 23.4646 11.1657 0.085
H 25.6831 23.7152 11.1933 0.083
H 26.6470 22.7322 12.3652 0.082
C 29.1074 25.6678 8.0797 -0.120
O 29.8205 26.8449 7.7520 -0.201
C 30.2183 26.9606 6.3031 -0.133
C 31.3923 26.1290 5.7765 -0.186
O 32.6906 26.7932 5.8426 -0.182
C 32.9235 27.7474 4.7827 -0.105
H 28.4103 25.3935 7.2880 0.084
H 28.5601 25.7478 9.0189 0.061
H 29.8146 24.8388 8.1065 0.079
H 30.5343 27.9865 6.1137 0.114
H 29.3849 26.6544 5.6708 0.112
H 31.1175 25.7508 4.7919 0.118
H 31.4424 25.2345 6.3973 0.117
H 33.7416 28.3995 5.0885 0.088
H 32.1674 28.5201 4.6437 0.070
H 33.0101 27.2453 3.8192 0.085
C 21.1667 27.3666 11.9832 -0.095
O 22.1699 26.6060 12.6325 -0.207
C 22.5813 27.1099 13.8864 -0.198
C 24.1166 27.3846 13.9044 -0.240
O 24.6615 27.6780 15.1365 -0.162
C 25.0761 26.4832 15.8800 -0.054
H 21.4325 28.3620 11.6274 0.086
H 20.2515 27.4161 12.5732 0.092
H 21.1276 26.6521 11.1609 0.057
H 22.1637 26.4126 14.6126 0.122
H 22.0081 28.0265 14.0258 0.113
H 24.1304 28.3078 13.3250 0.124
H 24.4895 26.5664 13.2884 0.114
H 26.0132 26.0438 15.5379 0.078
H 24.2923 25.7779 16.1563 0.089
H 25.4260 26.9010 16.8240 0.079
C 28.3921 32.8849 8.9498 -0.076
O 27.5856 32.8020 7.7586 -0.209
C 28.1159 33.4969 6.6779 -0.209
C 28.3100 35.0338 6.9594 -0.201
O 27.2394 35.7503 7.5674 -0.160
C 25.9916 35.5883 6.8615 -0.083
H 28.0146 32.3258 9.8059 0.074
H 28.5923 33.8501 9.4149 0.064
H 29.3396 32.5358 8.5391 0.092
H 27.4208 33.3080 5.8598 0.122
H 29.0373 32.9384 6.5132 0.119
H 28.6828 35.3900 5.9991 0.115
H 29.1923 35.1329 7.5918 0.110
H 26.0751 35.9087 5.8230 0.090
H 25.2808 36.3042 7.2743 0.086
H 25.5132 34.6133 6.9543 0.069
C 19.7658 22.5164 6.8296 -0.175
O 20.0165 23.7154 7.4039 -0.157
C 20.8800 23.6605 8.6044 -0.135
C 21.5062 24.9691 9.1516 -0.170
O 22.5328 25.4287 8.2144 -0.185
C 23.1096 26.6908 8.5581 -0.097
H 19.2456 22.7259 5.8949 0.095
H 19.1111 21.8246 7.3596 0.080
H 20.6707 21.9244 6.6932 0.074
H 21.6888 22.9385 8.4920 0.100
H 20.3092 23.2638 9.4441 0.122
H 21.9249 24.6787 10.1152 0.121
H 20.7157 25.7151 9.2332 0.117
H 23.2176 27.3686 7.7113 0.094
H 23.9772 26.5674 9.2063 0.080
H 22.4164 27.2390 9.1960 0.057
C 28.3722 29.4931 16.6070 -0.114
O 28.8836 28.5452 15.7304 -0.192
C 29.9717 27.7986 16.1871 -0.201
C 29.9545 26.3177 15.6573 -0.115
O 30.9728 25.6320 16.4592 -0.225
C 32.2995 25.5863 15.9527 -0.111
H 29.1537 30.1716 16.9490 0.089
H 27.9816 29.0454 17.5208 0.088
H 27.5862 30.0911 16.1457 0.082
H 30.1257 27.8145 17.2660 0.121
H 30.9258 28.2953 16.0112 0.117
H 30.3228 26.1649 14.6428 0.102
H 29.0310 25.7620 15.8202 0.120
H 32.2993 25.1893 14.9376 0.079
H 32.9803 25.0096 16.5789 0.087
H 32.7077 26.5970 15.9589 0.076
C 24.0631 32.5040 8.3606 -0.082
O 23.2305 31.3400 8.6145 -0.178
C 23.5885 30.5678 9.7145 -0.189
C 25.1116 30.0638 9.7976 -0.196
O 25.4093 29.3036 8.6592 -0.188
C 26.7252 28.7159 8.6528 -0.068
H 24.7970 32.3034 7.5801 0.076
H 24.7165 32.8054 9.1793 0.079
H 23.3713 33.3178 8.1428 0.086
H 22.9870 29.6654 9.6051 0.103
H 23.3064 31.0936 10.6266 0.116
H 25.2894 29.4725 10.6958 0.108
H 25.8203 30.8772 9.9531 0.095
H 27.5182 29.4169 8.9132 0.089
H 26.8607 28.4072 7.6163 0.086
H 26.7384 27.7770 9.2063 0.068
C 32.1735 35.8162 12.8539 -0.113
O 31.1222 34.9377 13.2017 -0.191
C 30.3165 34.4444 12.0724 -0.183
C 28.9306 34.1229 12.5040 -0.195
O 28.7659 32.9088 13.3157 -0.176
C 27.3703 32.7591 13.7461 -0.087
H 31.7759 36.5870 12.1937 0.078
H 32.8654 35.2256 12.2533 0.085
H 32.5930 36.2215 13.7746 0.091
H 30.7205 33.6010 11.5124 0.127
H 30.3320 35.2014 11.2884 0.115
H 28.4102 33.9501 11.5620 0.090
H 28.4251 34.9841 12.9412 0.130
H 27.1649 33.4432 14.5695 0.086
H 27.2692 31.7333 14.1006 0.058
H 26.5659 32.8196 13.0130 0.081
C 31.2966 27.8865 10.9176 -0.032
O 32.6877 28.2920 11.2471 -0.194
C 33.1737 27.7446 12.4809 -0.204
C 34.2580 26.7009 12.2602 -0.196
O 33.8481 25.5314 11.5630 -0.182
C 34.7918 24.5568 11.3171 -0.141
H 31.3101 26.9197 10.4143 0.084
H 30.8885 28.6753 10.2858 0.089
H 30.8531 27.8335 11.9119 0.058
H 32.3933 27.1850 12.9965 0.096
H 33.4811 28.5565 13.1400 0.127
H 34.5975 26.4742 13.2709 0.119
H 35.0282 27.1343 11.6222 0.127
H 35.3662 24.2792 12.2009 0.083
H 35.4744 24.9344 10.5558 0.086
H 34.4767 23.5883 10.9286 0.086
C 26.7117 19.6797 13.5358 -0.097
O 26.4951 18.3069 13.8306 -0.190
C 26.3885 17.1925 12.9445 -0.172
C 25.4632 17.4641 11.7191 -0.186
O 24.1639 17.5411 12.3608 -0.184
C 23.1662 17.6992 11.3169 -0.092
H 27.7186 19.8631 13.1608 0.059
H 26.7231 20.1857 14.5012 0.091
H 26.0414 20.1145 12.7943 0.073
H 26.1944 16.2594 13.4733 0.125
H 27.3819 17.0100 12.5346 0.103
H 25.4850 16.5375 11.1454 0.116
H 25.8127 18.2966 11.1085 0.116
H 23.3696 17.0133 10.4945 0.075
H 23.1389 18.6704 10.8229 0.074
H 22.2214 17.4685 11.8091 0.087